1.
A cluster of 2 separate species, C6H7N in total in a non-equilibrium geometry, computed with ωB97M-V/def2-TZVPD.

Results
Net charge: 0
Frontier orbital gap (alpha / beta): 8.9 / 8.9 eV
ΔE to the lowest compared entry with this formula, charge and spin: 162.0 kcal/mol

```
14
Properties=species:S:1:pos:R:3:mulliken_charge:R:1
H 1.677 1.916 0.763 0.315
H 0.345 1.101 1.613 0.298
C -0.896 -0.047 -0.545 -0.147
N -4.328 0.195 -0.075 -0.337
C 0.097 -0.843 -0.280 0.347
C 0.223 0.811 -0.525 -0.057
H 0.133 2.678 0.525 0.329
C -3.201 0.016 -0.226 -0.014
H 0.799 -2.547 0.700 0.335
C 0.572 1.693 0.692 -1.025
C 1.077 -2.011 -0.129 -0.967
H 0.983 -2.673 -0.977 0.296
H 0.465 1.215 -1.500 0.324
H 2.054 -1.504 -0.036 0.302
```


2.
An isolated molecule of C6H7N in a non-equilibrium geometry, computed with ωB97M-V/def2-TZVPD.

Results
SMILES: C/C=N/C=C1C=C1
Net charge: 0
Frontier orbital gap: 8.5 eV
ΔE to the lowest compared entry with this formula, charge and spin: 112.7 kcal/mol

```
14
Properties=species:S:1:pos:R:3:mulliken_charge:R:1
H 3.423 -0.290 -0.799 0.253
C -2.138 -0.957 0.391 -0.310
C 2.699 -0.228 0.099 -0.945
H -2.011 -1.943 0.702 0.377
H -4.053 0.350 0.068 0.342
H 2.634 -1.258 0.626 0.238
C -1.696 0.239 -0.313 0.014
H 0.827 -0.843 -0.792 0.246
H 3.092 0.421 0.914 0.279
H -0.988 2.274 -0.373 0.299
C -3.054 -0.066 -0.007 -0.422
C 1.295 0.058 -0.271 0.206
N 0.651 1.075 0.079 -0.496
C -0.683 1.168 -0.325 -0.079
```


3.
An isolated molecule of C6H7N in a non-equilibrium geometry, computed with ωB97M-V/def2-TZVPD.

Results
SMILES: C#C[C@@H](C)CC#N
Net charge: 0
Frontier orbital gap: 11.3 eV
ΔE to the lowest compared entry with this formula, charge and spin: 52.7 kcal/mol

```
14
Properties=species:S:1:pos:R:3:mulliken_charge:R:1
H 0.239 -1.903 0.179 0.283
H -1.752 0.739 1.607 0.399
C -1.256 -0.142 1.191 -1.565
H -0.881 2.645 -2.356 0.434
N 3.246 -1.062 0.462 -0.410
C -0.009 0.264 0.395 0.656
C 2.131 -1.034 0.156 0.239
H -0.972 -0.803 2.016 0.398
C -0.627 1.967 -1.569 0.178
C 0.709 -0.988 -0.197 -0.595
H 0.682 0.767 1.081 0.255
H -1.973 -0.669 0.552 0.362
H 0.621 -1.006 -1.288 0.346
C -0.345 1.214 -0.674 -0.980
```


Look up the net charge of the third one.
0


What is the formula in the second record?
C6H7N


What did the first record say?
A cluster of 2 separate species, C6H7N in total in a non-equilibrium geometry, computed with ωB97M-V/def2-TZVPD.

Results
Net charge: 0
Frontier orbital gap (alpha / beta): 8.9 / 8.9 eV
ΔE to the lowest compared entry with this formula, charge and spin: 162.0 kcal/mol

```
14
Properties=species:S:1:pos:R:3:mulliken_charge:R:1
H 1.677 1.916 0.763 0.315
H 0.345 1.101 1.613 0.298
C -0.896 -0.047 -0.545 -0.147
N -4.328 0.195 -0.075 -0.337
C 0.097 -0.843 -0.280 0.347
C 0.223 0.811 -0.525 -0.057
H 0.133 2.678 0.525 0.329
C -3.201 0.016 -0.226 -0.014
H 0.799 -2.547 0.700 0.335
C 0.572 1.693 0.692 -1.025
C 1.077 -2.011 -0.129 -0.967
H 0.983 -2.673 -0.977 0.296
H 0.465 1.215 -1.500 0.324
H 2.054 -1.504 -0.036 0.302
```


Which value of net charge does entry 1 give?
0